85
Properties=species:S:1:pos:R:3:mulliken_charge:R:1 method="wB97M-V/def2-TZVPD" de_lowest_kj_mol=131.7 spin_multiplicity=1 homo_ev=-8.89 homo_lumo_gap_ev=3.67 charge=+1
O 0.454 -1.696 10.105 -0.647
Bi -0.829 0.262 0.216 1.771
H -1.187 3.442 7.080 0.313
C -0.348 0.181 4.576 -0.873
H -3.563 -3.504 -1.633 0.292
C -0.731 3.215 -0.766 -0.405
C -0.511 2.319 8.802 -0.272
O 1.053 0.488 -1.105 0.228
C -0.430 1.467 5.136 1.314
H -4.327 3.441 -2.170 0.479
O 2.238 -0.141 -3.301 -0.388
C -0.688 2.550 7.441 -0.754
N 0.366 0.472 7.071 -0.395
C 2.596 -1.778 1.048 -1.086
H -3.023 0.872 -5.003 0.446
H 2.872 -1.788 2.101 0.535
H -3.535 1.327 -1.192 0.411
Br -3.099 6.088 -2.549 -0.118
H 0.289 3.160 -0.394 0.403
C -2.870 2.185 -1.215 -0.681
C -0.671 2.541 4.280 -0.982
S 1.005 -1.403 8.807 1.173
H 1.582 -1.373 0.968 -0.080
H -2.828 -1.363 -6.529 0.443
C 3.579 -0.921 0.272 0.517
H 4.215 2.635 -3.338 0.542
C -0.242 1.547 6.600 0.365
O 3.240 -0.866 -1.159 -0.481
P 1.878 -0.535 -1.849 0.260
C -3.322 3.369 -1.777 -0.485
H 1.560 -2.614 -2.924 0.484
C 3.718 0.481 0.831 -1.059
H -1.253 -3.909 -0.851 0.234
H 1.896 3.051 -4.373 0.504
H -1.161 -6.038 -3.035 0.312
C 1.037 -2.111 -2.108 -0.799
N -0.743 1.080 2.399 -0.417
H -0.438 -0.951 2.772 0.609
C -0.866 -5.644 -2.061 -1.408
O -0.629 -1.269 -3.980 -0.298
H 1.108 -2.718 -1.203 0.249
H 2.601 -2.809 0.689 0.325
C -2.009 0.591 -4.714 -1.011
H 2.771 1.019 0.754 0.029
H -1.131 -6.373 -1.296 0.428
C 1.547 2.099 -3.973 -0.758
C -2.476 4.468 -1.820 -0.209
O 2.438 -1.188 8.740 -0.666
C -0.504 0.034 3.228 -0.494
H 0.824 1.668 -4.665 0.073
P -0.693 -1.966 -2.589 0.882
H -1.062 -1.215 -6.601 0.304
C -1.177 4.398 -1.332 -0.510
H 4.009 0.427 1.880 0.486
C -1.580 2.111 -0.696 0.429
H -1.802 -2.665 -5.899 0.336
O -1.531 -1.260 -1.566 -0.704
H -1.787 1.035 -3.742 0.079
H 4.482 1.037 0.289 0.323
H -0.796 3.067 9.534 0.434
H -0.526 5.261 -1.390 0.493
N -0.052 1.170 9.286 -0.475
C -1.906 -0.916 -4.652 0.652
H 0.217 -5.509 -2.057 0.340
H -0.146 -0.665 5.227 0.659
C 0.380 0.277 8.389 0.094
H -3.392 -5.152 -0.998 0.456
C -3.089 -4.472 -1.795 -1.442
H 4.604 1.016 -2.732 0.332
H -3.432 -4.877 -2.748 0.326
H 3.376 2.002 -1.911 0.132
H 3.152 0.916 -4.757 0.358
H -2.725 -1.312 -4.048 0.350
H -1.316 0.994 -5.453 0.260
C 2.727 1.168 -3.789 0.369
O -1.207 -3.413 -2.884 -0.322
C -1.583 -4.340 -1.801 0.748
H -1.010 3.125 2.239 0.476
C -1.898 -1.585 -6.005 -1.546
C -0.821 2.314 2.932 -0.196
H -0.728 3.554 4.656 0.387
H 4.549 -1.410 0.268 0.323
H 1.049 2.279 -3.017 0.004
O 0.461 -2.193 7.711 -0.659
C 3.801 1.736 -2.883 -1.151

***

78
Properties=species:S:1:pos:R:3:mulliken_charge:R:1 method="wB97M-V/def2-TZVPD" spin_multiplicity=1 smiles="CCCCCCc1cc(C(=O)NC(=O)F)[n+](-c2cccnc2)c([C@@H](I)CC)c1COCCOCCOCC" homo_ev=-11.66 homo_lumo_gap_ev=7.46 charge=+1
C -0.387 -1.215 2.180 -2.222
H 1.951 0.689 3.420 0.317
H -2.461 3.918 -0.057 0.119
H 3.420 1.610 3.274 0.431
H -1.846 1.586 2.278 0.433
O -1.432 -3.658 -3.120 -0.472
H 3.800 -0.706 2.643 0.581
C 4.760 1.984 -1.322 -1.117
C -1.044 -4.807 -3.870 -0.277
H 0.271 -0.898 2.989 0.364
H 0.041 -4.921 1.188 0.367
C -2.256 5.214 3.108 -1.140
C 3.541 1.794 -0.694 -0.013
H 2.129 1.798 2.063 0.177
C 2.736 0.776 -1.172 -1.210
C 3.308 -0.055 1.921 -0.514
H -1.090 -6.808 -2.996 0.295
H 0.630 -3.471 -0.480 -0.345
H 0.451 -2.860 -2.836 0.525
O 0.960 1.597 -3.507 -0.351
C -1.197 0.271 0.295 1.090
C -0.991 -4.632 0.978 -1.014
N 0.430 3.477 -2.269 -0.220
H 2.477 -0.749 -2.660 0.593
H -1.392 5.875 3.111 0.315
I 3.250 -2.438 0.020 0.075
H -2.488 5.899 1.077 0.424
H 6.050 1.289 -2.885 0.435
C 5.100 1.156 -2.388 -0.513
C -2.618 0.234 0.764 -1.234
H -3.255 0.480 -0.079 0.833
H -1.487 3.476 1.326 0.036
H -2.890 -0.743 1.144 0.066
H 0.038 -4.938 -3.815 0.253
C -0.137 -0.366 0.953 1.082
H -1.645 -5.437 1.306 0.488
C 0.384 1.187 -1.250 0.595
O 2.361 4.573 -1.584 -0.395
C -0.446 -3.145 -2.270 -0.601
C -2.819 1.315 1.867 -0.804
H -0.527 3.643 -1.964 0.377
H -1.285 -4.593 -4.910 0.486
C 0.658 2.053 -2.461 -0.519
C -2.499 3.753 1.023 0.046
N 4.303 0.196 -2.860 -0.608
C 2.660 1.091 2.696 -1.229
H -3.405 0.898 2.682 0.572
O -1.199 -4.445 -0.405 -0.349
C 1.328 4.065 -1.350 0.601
C -1.315 -3.371 1.745 -0.089
O -0.134 -2.567 1.875 -0.310
N 1.403 0.551 -0.620 1.683
H -2.463 -5.795 -2.612 0.275
H -0.875 -2.238 -1.838 -0.023
H 0.503 -4.926 -1.471 0.356
H -1.401 -1.071 2.541 0.829
C -1.774 -6.068 -3.408 -1.075
H -2.337 -6.516 -4.220 0.330
C -3.479 2.606 1.354 -1.005
H -2.974 5.620 3.817 0.326
H -1.703 1.557 -1.346 0.888
H -4.192 2.964 2.094 0.530
H 1.804 -1.550 1.954 1.087
H 5.434 2.766 -1.009 0.461
C 2.281 -0.938 1.203 -1.039
H 3.219 2.415 0.127 0.727
H -3.933 5.188 1.742 0.387
H -1.924 4.251 3.494 0.309
H -2.048 -2.829 1.146 0.106
C -2.850 5.082 1.698 -0.847
H -1.719 -3.584 2.736 0.460
C -0.045 -4.045 -1.121 0.548
H -4.053 2.388 0.454 0.365
C 1.167 -0.234 0.476 0.053
C -0.904 1.053 -0.821 -1.063
F 0.846 3.983 -0.076 -0.188
C 3.135 0.013 -2.265 -0.329
H 4.088 0.284 1.249 0.421

***

72
Properties=species:S:1:pos:R:3:mulliken_charge:R:1 method="wB97M-V/def2-TZVPD" de_lowest_kj_mol=233.9 spin_multiplicity=6 homo_ev="-6.91 / -11.42" s2=8.799 homo_lumo_gap_ev="3.58 / 4.85" charge=+1
C -2.049 -2.033 1.323 -0.709
C -1.323 -2.990 -4.249 -1.639
O -0.362 -1.068 -3.068 0.006
H -1.112 2.447 -1.211 0.074
H -1.048 -1.065 -5.975 0.374
H -2.006 -2.921 1.943 0.506
H -0.015 4.644 -1.082 0.196
H -2.022 1.259 0.655 1.024
C 1.079 3.191 1.887 -0.423
C -1.042 0.926 5.598 -0.941
C 1.195 -2.544 1.219 -0.764
C 0.824 0.829 3.390 -0.186
C -1.189 -1.461 5.551 -1.092
H -0.342 2.261 0.530 -0.182
C -0.234 -0.906 -5.263 -0.887
H 1.098 -2.982 2.211 0.592
C -2.322 -2.013 -0.101 -0.609
H 2.408 -0.703 1.632 0.586
H 2.165 -0.226 -1.010 0.978
C 1.009 1.959 -1.683 1.405
C 0.693 -3.110 -0.006 -1.034
H -2.225 -1.331 5.888 0.351
C -0.332 2.665 -1.949 -0.002
C 1.126 -2.227 -1.069 0.889
H 2.429 3.854 3.430 0.413
H -2.283 -2.479 -4.118 0.406
C 1.780 -1.095 -0.483 -1.335
H -1.074 1.827 4.974 0.259
H 0.257 0.785 -3.914 0.289
Ir -0.356 -1.342 0.234 0.476
H -1.129 -2.351 4.910 0.252
H -2.553 -2.876 -0.710 0.500
H -1.509 0.432 -4.076 0.272
H -1.609 -0.392 2.776 1.390
H 0.125 -4.028 -0.113 0.587
H 1.170 4.078 1.265 0.394
H -1.317 -3.526 -5.211 0.407
C -2.048 0.174 0.622 -1.218
H 1.017 -2.414 -2.112 0.170
C -1.851 -0.688 1.753 -0.717
C 1.184 -2.701 -4.227 -2.055
C 1.880 -1.331 0.914 -0.509
H 2.081 1.806 4.857 0.489
H 2.123 4.947 -2.036 0.354
C 0.237 2.131 1.444 -0.327
H 0.535 -1.273 3.591 -0.281
C 1.770 3.047 3.093 -0.858
H -0.514 4.712 -2.786 0.397
C -0.166 -2.008 -4.185 1.473
H -0.680 2.270 -2.913 0.348
C -0.498 -0.001 -4.072 -0.544
C 0.267 0.969 2.139 1.380
C 1.554 4.103 -2.453 -0.701
H 0.737 -0.726 -5.750 0.306
C 1.622 1.899 3.869 -0.475
H 1.311 -0.525 5.005 0.614
C 0.536 -0.378 4.229 -0.660
H 1.110 1.032 -2.268 -0.436
H -1.203 -3.738 -3.452 0.263
C 0.078 4.154 -2.067 -0.628
N -0.802 -0.276 4.813 0.158
O 2.106 2.832 -2.013 -0.529
H 1.180 -3.581 -3.582 0.472
H 1.675 4.161 -3.551 0.299
H 1.100 1.641 -0.630 -0.727
H 1.994 -2.012 -3.950 0.442
H -2.016 0.797 6.090 0.349
H -0.547 -1.616 6.439 0.402
H -2.475 -0.281 -1.540 0.669
H -0.277 1.067 6.384 0.305
C -2.297 -0.629 -0.524 -0.453
H 1.372 -3.053 -5.255 0.406

***

81
Properties=species:S:1:pos:R:3:mulliken_charge:R:1 method="wB97M-V/def2-TZVPD" de_lowest_kj_mol=0.0 spin_multiplicity=1 homo_ev=-15.97 homo_lumo_gap_ev=7.22 charge=+3
H -0.638 0.932 -5.548 0.513
H -4.429 4.898 0.190 0.414
C 2.271 -1.296 1.603 -1.581
N -0.689 -5.803 0.609 -0.043
H 2.613 0.416 -1.411 0.356
C 3.735 -0.526 -5.212 -0.276
O 1.784 -2.010 -0.667 -0.304
H -0.114 3.819 0.050 0.629
H -3.008 5.147 1.190 0.373
H -1.661 -6.291 3.286 0.443
C -1.950 -2.889 3.190 -0.704
H 2.367 -0.430 2.256 0.211
C 1.429 0.336 -5.500 -0.164
H 0.182 0.289 3.765 0.008
H 1.236 4.027 5.724 0.359
H -3.330 1.994 -1.893 0.309
C -3.481 4.449 0.495 -1.122
C 1.895 -0.847 0.204 1.492
C 0.389 -6.566 -2.329 -0.172
H -3.759 3.547 1.055 0.399
H 1.977 4.264 2.309 0.389
H -0.621 -6.808 0.638 0.257
H -1.107 3.963 2.327 0.326
N -0.581 -3.734 -0.166 0.180
C -1.143 -4.985 1.634 0.570
C -1.071 -3.681 1.135 0.130
C -1.801 5.733 -1.779 -1.019
C 0.870 -4.650 -3.710 -0.250
H -4.311 3.356 -2.407 0.373
H -0.510 3.810 5.675 0.362
Te -1.408 1.785 1.004 0.333
H -2.373 -4.379 4.682 0.426
H -1.302 6.365 -1.043 0.342
C 1.923 -1.233 -3.759 -0.376
C -1.490 -2.607 1.921 -0.456
H -2.772 3.044 -3.203 0.291
H 2.019 2.616 1.663 -0.157
C -0.366 -5.011 -0.426 0.355
C -1.038 2.933 2.689 -0.746
H 2.964 3.044 3.091 0.385
H 0.238 0.981 5.385 0.427
N 4.847 -0.608 -5.483 -0.353
H -0.410 2.640 -1.261 0.443
H 3.886 -0.322 -0.419 0.483
Ru 0.032 -2.423 -1.697 0.663
H 2.619 -1.877 -3.238 0.654
C 0.159 -5.372 -1.730 -0.494
Si 0.606 2.769 3.726 0.230
H 3.241 -1.797 1.573 0.583
H -2.637 6.305 -2.191 0.367
H 1.729 0.704 4.504 0.356
H -1.884 2.736 3.352 0.622
H 1.736 0.933 -6.349 0.570
C -0.227 -0.443 -3.966 -0.397
N 0.443 -4.276 -2.528 0.140
Si -2.435 4.165 -1.026 0.162
H -1.243 -0.460 -3.593 0.501
H -1.503 -1.601 1.530 0.554
C 0.513 -0.211 0.162 0.301
H 1.526 -1.977 2.017 0.341
C -1.608 -5.277 2.913 -1.123
H 1.142 -3.955 -4.490 0.423
H 2.567 -2.570 -0.601 0.259
H 0.242 -7.560 -1.937 0.417
O 0.350 0.775 1.004 -0.096
S 0.959 -6.327 -3.919 -0.028
H 0.265 5.040 4.662 0.354
H 2.965 1.035 0.219 0.257
C 0.117 0.338 -5.053 -0.860
C 0.366 4.030 5.061 -1.092
H -2.302 -2.087 3.825 0.463
O -0.361 -0.559 -0.624 -0.401
C 2.011 3.207 2.582 -0.591
N 0.660 -1.222 -3.324 0.335
H -1.103 5.538 -2.595 0.362
C -2.002 -4.205 3.682 -0.587
C 2.897 0.138 -0.396 -1.654
C -3.282 3.031 -2.237 -0.937
C 0.691 1.024 4.392 -0.767
C 2.350 -0.464 -4.833 0.159
C -0.862 3.183 -0.429 -0.901

***

Copy entry 2 word for word.
78
Properties=species:S:1:pos:R:3:mulliken_charge:R:1 method="wB97M-V/def2-TZVPD" spin_multiplicity=1 smiles="CCCCCCc1cc(C(=O)NC(=O)F)[n+](-c2cccnc2)c([C@@H](I)CC)c1COCCOCCOCC" homo_ev=-11.66 homo_lumo_gap_ev=7.46 charge=+1
C -0.387 -1.215 2.180 -2.222
H 1.951 0.689 3.420 0.317
H -2.461 3.918 -0.057 0.119
H 3.420 1.610 3.274 0.431
H -1.846 1.586 2.278 0.433
O -1.432 -3.658 -3.120 -0.472
H 3.800 -0.706 2.643 0.581
C 4.760 1.984 -1.322 -1.117
C -1.044 -4.807 -3.870 -0.277
H 0.271 -0.898 2.989 0.364
H 0.041 -4.921 1.188 0.367
C -2.256 5.214 3.108 -1.140
C 3.541 1.794 -0.694 -0.013
H 2.129 1.798 2.063 0.177
C 2.736 0.776 -1.172 -1.210
C 3.308 -0.055 1.921 -0.514
H -1.090 -6.808 -2.996 0.295
H 0.630 -3.471 -0.480 -0.345
H 0.451 -2.860 -2.836 0.525
O 0.960 1.597 -3.507 -0.351
C -1.197 0.271 0.295 1.090
C -0.991 -4.632 0.978 -1.014
N 0.430 3.477 -2.269 -0.220
H 2.477 -0.749 -2.660 0.593
H -1.392 5.875 3.111 0.315
I 3.250 -2.438 0.020 0.075
H -2.488 5.899 1.077 0.424
H 6.050 1.289 -2.885 0.435
C 5.100 1.156 -2.388 -0.513
C -2.618 0.234 0.764 -1.234
H -3.255 0.480 -0.079 0.833
H -1.487 3.476 1.326 0.036
H -2.890 -0.743 1.144 0.066
H 0.038 -4.938 -3.815 0.253
C -0.137 -0.366 0.953 1.082
H -1.645 -5.437 1.306 0.488
C 0.384 1.187 -1.250 0.595
O 2.361 4.573 -1.584 -0.395
C -0.446 -3.145 -2.270 -0.601
C -2.819 1.315 1.867 -0.804
H -0.527 3.643 -1.964 0.377
H -1.285 -4.593 -4.910 0.486
C 0.658 2.053 -2.461 -0.519
C -2.499 3.753 1.023 0.046
N 4.303 0.196 -2.860 -0.608
C 2.660 1.091 2.696 -1.229
H -3.405 0.898 2.682 0.572
O -1.199 -4.445 -0.405 -0.349
C 1.328 4.065 -1.350 0.601
C -1.315 -3.371 1.745 -0.089
O -0.134 -2.567 1.875 -0.310
N 1.403 0.551 -0.620 1.683
H -2.463 -5.795 -2.612 0.275
H -0.875 -2.238 -1.838 -0.023
H 0.503 -4.926 -1.471 0.356
H -1.401 -1.071 2.541 0.829
C -1.774 -6.068 -3.408 -1.075
H -2.337 -6.516 -4.220 0.330
C -3.479 2.606 1.354 -1.005
H -2.974 5.620 3.817 0.326
H -1.703 1.557 -1.346 0.888
H -4.192 2.964 2.094 0.530
H 1.804 -1.550 1.954 1.087
H 5.434 2.766 -1.009 0.461
C 2.281 -0.938 1.203 -1.039
H 3.219 2.415 0.127 0.727
H -3.933 5.188 1.742 0.387
H -1.924 4.251 3.494 0.309
H -2.048 -2.829 1.146 0.106
C -2.850 5.082 1.698 -0.847
H -1.719 -3.584 2.736 0.460
C -0.045 -4.045 -1.121 0.548
H -4.053 2.388 0.454 0.365
C 1.167 -0.234 0.476 0.053
C -0.904 1.053 -0.821 -1.063
F 0.846 3.983 -0.076 -0.188
C 3.135 0.013 -2.265 -0.329
H 4.088 0.284 1.249 0.421